[1]
{
  "formula": "C46H64Br2IO2P2SiTa",
  "method": "ωB97M-V/def2-TZVPD",
  "gap_ev": [4.9114, 4.9166],
  "e_above_lowest_kcal_mol": 1.89,
  "homo_energy_ev": [-14.01, -14.01],
  "charge": 2,
  "total_energy_ev": -229011.733,
  "species": ["Ta", "C", "Si", "C", "C", "C", "C", "C", "C", "P", "C", "C", "C", "C", "C", "C", "C", "C", "C", "C", "C", "C", "C", "C", "C", "C", "C", "C", "P", "C", "C", "C", "C", "C", "C", "C", "C", "C", "C", "C", "C", "H", "H", "H", "H", "H", "H", "H", "H", "H", "H", "H", "H", "H", "H", "H", "H", "H", "H", "H", "H", "H", "H", "H", "H", "H", "H", "H", "H", "H", "H", "H", "H", "H", "H", "H", "H", "H", "H", "H", "H", "H", "H", "H", "H", "H", "H", "H", "H", "H", "H", "H", "H", "H", "H", "H", "Br", "C", "Br", "H", "H", "I", "C", "H", "H", "O", "C", "O", "C", "C", "C", "C", "C", "C", "H", "H", "H", "H", "H"],
  "positions_angstrom": [[-17.897, -14.719, -4.490], [-15.767, -11.431, -5.385], [-17.045, -12.613, -6.087], [-18.502, -11.457, -6.495], [-18.191, -10.105, -6.677], [-19.232, -9.201, -6.931], [-20.536, -9.698, -7.183], [-20.826, -11.067, -7.047], [-19.817, -11.947, -6.663], [-19.845, -13.755, -6.536], [-20.340, -14.353, -8.267], [-19.117, -14.506, -9.158], [-19.378, -15.116, -10.583], [-20.898, -15.339, -10.732], [-21.707, -14.041, -10.408], [-21.430, -13.525, -9.019], [-21.305, -14.166, -5.343], [-21.983, -15.526, -5.734], [-23.423, -15.573, -5.281], [-23.762, -14.622, -4.086], [-23.459, -13.196, -4.339], [-22.325, -12.974, -5.299], [-16.460, -13.329, -7.788], [-16.298, -12.346, -8.761], [-15.449, -12.531, -9.852], [-14.777, -13.754, -9.993], [-14.986, -14.790, -9.063], [-15.881, -14.608, -7.954], [-16.046, -15.833, -6.608], [-16.200, -17.500, -7.552], [-16.621, -18.727, -6.706], [-16.417, -20.002, -7.559], [-17.298, -19.938, -8.814], [-17.042, -18.699, -9.665], [-17.091, -17.410, -8.841], [-14.121, -15.910, -6.203], [-13.729, -14.585, -5.650], [-12.239, -14.543, -5.131], [-11.449, -15.831, -5.295], [-12.284, -16.976, -4.682], [-13.733, -17.052, -5.222], [-14.797, -11.938, -5.246], [-15.562, -10.570, -6.057], [-16.212, -11.020, -4.459], [-17.190, -9.823, -6.577], [-19.116, -8.120, -6.859], [-21.354, -9.041, -7.366], [-21.880, -11.304, -7.180], [-20.703, -15.373, -8.141], [-18.747, -13.458, -9.394], [-18.326, -14.965, -8.582], [-19.017, -14.377, -11.374], [-18.781, -16.017, -10.722], [-21.249, -15.665, -11.724], [-21.229, -16.063, -9.998], [-21.374, -13.280, -11.108], [-22.791, -14.245, -10.580], [-21.040, -12.489, -9.095], [-22.346, -13.391, -8.390], [-20.858, -14.241, -4.306], [-22.014, -15.574, -6.829], [-21.310, -16.323, -5.445], [-24.147, -15.369, -6.062], [-23.590, -16.628, -4.972], [-24.773, -14.771, -3.790], [-23.182, -15.006, -3.269], [-24.344, -12.671, -4.715], [-23.199, -12.776, -3.367], [-22.712, -12.729, -6.304], [-21.757, -12.062, -5.016], [-16.775, -11.374, -8.617], [-15.376, -11.668, -10.505], [-14.114, -14.011, -10.761], [-14.641, -15.840, -9.313], [-15.205, -17.715, -7.929], [-16.062, -18.787, -5.822], [-17.688, -18.597, -6.486], [-15.330, -20.131, -7.791], [-16.703, -20.949, -7.040], [-17.281, -20.843, -9.401], [-18.293, -19.871, -8.456], [-16.030, -18.815, -10.124], [-17.791, -18.681, -10.489], [-16.768, -16.555, -9.546], [-18.195, -17.279, -8.655], [-13.717, -16.092, -7.211], [-13.813, -13.835, -6.473], [-14.382, -14.237, -4.868], [-11.748, -13.680, -5.497], [-12.303, -14.356, -4.045], [-11.248, -16.038, -6.322], [-10.491, -15.675, -4.818], [-11.776, -17.972, -4.855], [-12.306, -16.886, -3.614], [-13.766, -18.030, -5.756], [-14.496, -17.133, -4.421], [-17.968, -6.526, -2.705], [-19.718, -7.097, -2.099], [-21.043, -7.727, -3.422], [-20.189, -6.219, -1.658], [-19.557, -7.916, -1.378], [-15.662, -14.367, -2.708], [-18.625, -16.405, -5.060], [-18.290, -16.988, -5.912], [-19.478, -16.882, -4.596], [-19.177, -14.536, -2.915], [-19.281, -13.194, -2.780], [-18.731, -12.424, -3.627], [-20.144, -12.789, -1.653], [-20.772, -13.840, -0.953], [-21.714, -13.568, 0.000], [-22.013, -12.212, 0.292], [-21.512, -11.127, -0.451], [-20.588, -11.444, -1.453], [-20.511, -14.869, -1.144], [-22.112, -14.385, 0.582], [-22.635, -12.107, 1.139], [-21.892, -10.160, -0.200], [-20.217, -10.689, -2.122]],
  "mulliken_charge": [0.370, -1.290, 0.974, 0.633, -0.500, -1.265, -1.152, -0.279, 0.039, 0.191, -0.395, 0.719, -0.564, -0.815, -0.941, -0.283, 1.420, -0.522, -1.032, -0.826, -0.817, -0.433, 0.987, -0.554, -0.897, -1.045, -0.767, 0.261, 0.544, -0.020, -1.088, -0.874, -0.891, -0.985, 0.103, 0.281, 0.842, -1.083, -0.848, -0.871, -0.709, 0.251, 0.561, 0.440, 0.506, 0.487, 0.528, 0.397, 0.833, 0.096, -0.626, 0.355, 0.123, 0.460, 0.327, 0.419, 0.348, 0.059, 0.025, -0.042, -0.102, 0.419, 0.404, 0.462, 0.617, 0.223, 0.436, 0.108, -0.364, 0.427, 0.422, 0.479, 0.550, 0.242, 1.144, 0.633, 0.406, 0.316, 0.419, 0.452, 0.351, 0.353, 0.392, 0.040, -0.128, 0.712, 0.018, -1.422, 0.462, 0.379, 0.399, 0.449, 0.338, 0.330, 0.085, 0.254, -0.074, -0.397, -0.106, 0.355, 0.214, -0.160, 0.134, -0.935, 1.055, -0.697, 1.064, -0.542, 0.199, -0.150, -0.905, -0.392, -0.958, 0.139, 0.531, 0.469, 0.457, 0.472, 0.362]
}

[2]
{
  "formula": "C3H9InNO",
  "method": "ωB97M-V/def2-TZVPD",
  "gap_ev": 7.6742,
  "e_above_lowest_kcal_mol": 0.00,
  "homo_energy_ev": -4.18,
  "charge": -1,
  "total_energy_ev": -11967.465,
  "species": ["C", "C", "O", "N", "C", "In", "H", "H", "H", "H", "H", "H", "H", "H", "H"],
  "positions_angstrom": [[2.250, -0.069, -0.060], [0.835, -0.267, -0.613], [0.706, -0.666, -1.764], [-0.200, 0.027, 0.262], [-0.511, 1.457, 0.338], [-1.922, -1.276, 0.115], [2.577, 0.949, -0.310], [2.248, -0.163, 1.029], [2.943, -0.778, -0.518], [0.045, 2.040, -0.413], [-0.269, 1.889, 1.324], [-1.577, 1.648, 0.159], [-1.378, -2.949, -0.121], [-3.038, -0.719, -1.145], [-2.707, -1.124, 1.717]],
  "mulliken_charge": [-0.964, 0.590, -0.615, -0.318, -0.857, 0.545, 0.232, 0.310, 0.310, 0.299, 0.230, 0.263, -0.342, -0.339, -0.345]
}

[3]
{
  "formula": "C25H39BN3O10P2S",
  "method": "ωB97M-V/def2-TZVPD",
  "gap_ev": 4.7010,
  "e_above_lowest_kcal_mol": 0.00,
  "homo_energy_ev": -5.04,
  "charge": -1,
  "total_energy_ev": -81593.845,
  "species": ["C", "C", "C", "C", "P", "C", "C", "C", "C", "N", "O", "C", "N", "O", "C", "C", "B", "O", "N", "C", "C", "P", "O", "O", "S", "O", "H", "H", "H", "H", "H", "H", "H", "H", "H", "H", "H", "H", "H", "H", "H", "H", "H", "H", "H", "H", "H", "H", "H", "H", "H", "H", "H", "H", "H", "H", "H", "C", "C", "C", "O", "C", "C", "C", "O", "H", "H", "H", "H", "C", "C", "C", "O", "C", "C", "C", "O", "H", "H", "H", "H"],
  "positions_angstrom": [[-5.347, 2.962, -1.711], [-3.832, 2.650, -1.621], [-3.345, 2.176, -0.222], [-2.201, 3.102, 0.270], [-2.953, 0.337, -0.097], [-4.078, 0.071, 1.444], [-3.512, 0.620, 2.783], [-2.669, -0.435, 3.562], [-1.273, 0.050, 3.953], [-1.294, 1.177, 4.926], [-4.460, 0.063, -1.140], [-4.745, -1.180, -1.325], [-5.015, -2.298, -1.192], [-1.481, 0.545, 0.795], [-0.583, -0.386, 0.217], [-0.663, -0.039, -1.319], [0.416, 1.113, -1.661], [0.839, 1.270, -3.007], [0.976, 2.029, -0.665], [1.173, 3.382, -1.215], [2.268, 1.547, -0.102], [-0.291, -1.471, -2.425], [-0.552, -1.094, -4.006], [1.329, -1.709, -2.323], [-1.276, -3.107, -2.045], [-2.012, 0.288, -1.600], [-5.478, 3.779, -2.442], [-5.782, 3.315, -0.770], [-5.902, 2.115, -2.129], [-3.301, 3.592, -1.843], [-3.581, 1.965, -2.435], [-4.180, 2.350, 0.473], [-1.288, 2.872, -0.285], [-2.064, 3.033, 1.352], [-2.455, 4.153, 0.047], [-2.774, -1.087, -0.106], [-4.227, -1.009, 1.588], [-5.083, 0.476, 1.241], [-2.981, 1.573, 2.682], [-4.383, 0.836, 3.428], [-2.569, -1.322, 2.917], [-3.187, -0.780, 4.467], [-0.651, 0.318, 3.091], [-0.761, -0.793, 4.450], [-1.040, 2.039, 4.451], [-0.511, 1.022, 5.554], [-0.730, -1.439, 0.494], [0.385, -0.132, 0.684], [0.114, 1.722, -3.462], [1.392, 4.065, -0.380], [0.240, 3.740, -1.672], [2.007, 3.429, -1.930], [2.716, 0.771, -0.737], [2.957, 2.407, -0.092], [2.156, 1.236, 0.945], [-1.506, -1.225, -4.114], [1.527, -2.520, -2.808], [0.153, -5.893, 0.202], [-0.156, -6.532, -0.925], [0.484, -7.821, -1.278], [0.209, -8.408, -2.304], [1.483, -8.373, -0.328], [1.792, -7.734, 0.797], [1.150, -6.443, 1.150], [1.435, -5.867, 2.179], [-0.305, -4.949, 0.473], [-0.881, -6.142, -1.628], [1.939, -9.315, -0.604], [2.518, -8.120, 1.502], [7.361, 2.550, 1.214], [6.230, 3.157, 0.861], [5.924, 3.442, -0.562], [4.895, 3.996, -0.885], [6.922, 3.022, -1.575], [8.052, 2.415, -1.221], [8.360, 2.132, 0.202], [9.390, 1.578, 0.525], [7.604, 2.334, 2.247], [5.488, 3.469, 1.584], [6.678, 3.237, -2.608], [8.793, 2.102, -1.945]],
  "mulliken_charge": [-1.393, -0.368, -0.052, -2.016, 0.773, -1.362, -0.205, -0.896, -0.125, -0.743, -0.496, 0.618, -0.690, 0.068, -0.763, 1.044, -0.134, -0.577, 0.047, -1.210, -1.032, 0.543, -0.601, -0.660, -0.423, -0.722, 0.391, 0.325, 0.228, 0.683, -0.026, 0.553, 0.494, 0.248, 0.528, 0.248, 0.644, 0.420, -0.063, 0.533, 0.287, 0.451, -0.101, 0.447, 0.256, 0.237, 0.230, 0.321, 0.317, 0.337, 0.404, 0.390, 0.352, 0.292, 0.241, 0.372, 0.333, -0.187, -0.386, 0.362, -0.557, -0.372, -0.352, 0.339, -0.555, 0.489, 0.423, 0.395, 0.395, -0.375, -0.230, 0.487, -0.532, -0.423, -0.352, 0.359, -0.555, 0.399, 0.418, 0.416, 0.395]
}

[4]
{
  "formula": "C30H29N2O7PS4TeYb",
  "method": "ωB97M-V/def2-TZVPD",
  "gap_ev": [6.7494, 6.7545],
  "e_above_lowest_kcal_mol": 8.61,
  "spin_multiplicity": 2,
  "homo_energy_ev": [-4.49, -4.49],
  "s2": 0.75,
  "charge": -1,
  "total_energy_ev": -140355.682,
  "species": ["Yb", "S", "C", "C", "C", "C", "C", "C", "S", "C", "C", "C", "C", "C", "C", "C", "S", "C", "C", "C", "C", "C", "C", "S", "N", "H", "H", "H", "H", "H", "H", "H", "H", "H", "H", "H", "H", "H", "H", "H", "O", "C", "O", "C", "C", "C", "C", "C", "N", "C", "O", "O", "H", "H", "H", "H", "C", "C", "O", "P", "O", "Te", "O", "C", "C", "H", "H", "H", "H", "H", "H", "H", "H", "H", "H"],
  "positions_angstrom": [[10.476, 11.655, 12.063], [11.643, 11.877, 14.420], [10.704, 10.987, 15.613], [11.390, 10.366, 16.695], [10.718, 9.647, 17.642], [9.293, 9.501, 17.568], [8.602, 10.127, 16.556], [9.333, 10.906, 15.654], [8.337, 11.553, 14.292], [8.490, 13.282, 14.544], [7.951, 13.983, 13.311], [7.267, 15.206, 13.387], [6.828, 15.899, 12.299], [7.111, 15.367, 11.059], [7.755, 14.153, 10.961], [8.193, 13.517, 9.674], [10.031, 13.407, 9.410], [10.396, 15.090, 9.805], [10.569, 15.908, 8.713], [10.869, 17.278, 8.869], [11.079, 17.737, 10.143], [11.020, 16.890, 11.220], [10.796, 15.476, 11.103], [11.143, 14.309, 12.412], [8.167, 13.484, 12.079], [12.522, 10.328, 16.639], [11.185, 9.108, 18.415], [8.750, 9.064, 18.386], [7.510, 10.034, 16.587], [9.541, 13.574, 14.729], [7.879, 13.652, 15.379], [6.965, 15.595, 14.323], [6.288, 16.850, 12.427], [6.827, 15.967, 10.220], [7.745, 14.103, 8.883], [7.912, 12.373, 9.655], [10.417, 15.579, 7.697], [11.062, 17.905, 8.044], [11.583, 18.684, 10.288], [11.443, 17.227, 12.202], [9.491, 6.991, 13.300], [9.988, 8.152, 12.938], [9.414, 9.216, 12.961], [11.493, 8.105, 12.614], [12.345, 7.047, 12.806], [13.663, 7.291, 12.391], [14.027, 8.431, 11.727], [13.039, 9.389, 11.527], [11.840, 9.250, 12.124], [13.276, 10.662, 10.776], [14.293, 10.708, 10.093], [12.332, 11.492, 10.968], [8.612, 7.177, 13.711], [12.054, 6.052, 13.176], [14.408, 6.504, 12.489], [14.895, 8.557, 11.139], [5.354, 11.069, 8.218], [6.478, 10.128, 7.996], [7.297, 10.211, 9.151], [8.856, 9.844, 9.264], [9.353, 10.716, 10.407], [8.854, 7.510, 9.456], [9.567, 10.368, 7.892], [10.797, 9.820, 7.375], [11.785, 10.958, 7.166], [4.960, 10.911, 9.242], [4.624, 10.823, 7.453], [5.697, 12.111, 8.280], [7.051, 10.260, 7.105], [6.097, 9.125, 7.912], [10.504, 9.288, 6.434], [11.240, 9.082, 8.081], [11.267, 11.816, 6.693], [12.538, 10.643, 6.451], [12.212, 11.246, 8.097]],
  "mulliken_charge": [0.103, -0.304, 0.908, -0.786, -0.607, -0.630, -0.828, 0.574, -0.214, -0.605, 0.898, -1.003, -0.749, -0.729, 0.024, 0.310, 0.101, -0.396, -0.350, -0.712, -0.519, -0.684, 0.812, -0.354, 0.406, 0.278, 0.445, 0.375, 0.377, 0.292, 0.450, 0.422, 0.364, 0.445, 0.769, -0.675, 0.418, 0.432, 0.293, 0.287, -0.482, -0.083, -0.146, 0.253, -0.769, -0.290, -1.055, 0.481, 0.709, 0.290, -0.777, -0.349, 0.411, 0.457, 0.396, 0.550, -1.083, -0.350, 0.214, -0.563, 0.596, -0.393, -0.291, -0.216, -1.025, 0.259, 0.387, 0.233, 0.312, 0.357, 0.318, 0.237, 0.223, 0.430, 0.122]
}